1.
Formula: C5H7N
Source: the OMol25 dataset
Level of theory: the ωB97M-V functional and the def2-TZVPD basis

Each line ends with the Mulliken charge.
CARTESIAN COORDINATES (ANGSTROEM)
C: -0.759 -0.669 0.529  -0.60
N: -0.822 -1.889 0.029  -0.27
C: 0.751 0.839 0.495  -0.15
C: 1.841 0.124 0.786  -0.76
C: -1.204 1.227 -1.058  -0.93
C: -0.445 0.400 -0.337  0.78
H: -1.023 -2.674 0.631  0.25
H: -0.666 -2.112 -0.958  0.23
H: 0.854 1.918 0.484  0.34
H: 2.749 0.596 1.134  0.27
H: 1.795 -0.948 0.886  0.27
H: -2.237 0.990 -1.268  0.27
H: -0.834 2.197 -1.354  0.30

The value obtained for the energy relative to the best compared isomer or geometry (same formula, charge and spin) is 4.110 eV. For the total energy, the calculation gives -249.32220 Ha. The LUMO energy is 0.0313 Eh. The value obtained for the gap between HOMO and LUMO is 0.3189 Eh.

2.
Formula: C5H7N
Source: the OMol25 dataset
Level of theory: the ωB97M-V functional and the def2-TZVPD basis

Each line ends with the Mulliken charge.
CARTESIAN COORDINATES (ANGSTROEM)
C: -3.748 0.554 -0.159  0.03
C: -2.724 0.527 -1.134  0.06
C: -2.272 -0.203 1.033  -0.51
C: -1.812 -0.046 -0.194  -0.01
C: 1.899 -1.240 -0.501  -1.18
N: -3.642 0.153 1.080  -0.49
H: -3.000 -0.218 -1.883  0.19
H: -2.579 1.477 -1.632  0.30
H: 2.898 -1.697 -0.460  0.29
H: -1.693 -0.496 1.847  0.43
H: 1.309 -1.376 0.330  0.29
H: 2.022 -0.209 -0.336  0.32
H: 1.387 -1.429 -1.332  0.28

The value obtained for the energy relative to the best compared isomer or geometry (same formula, charge and spin) is 6.894 eV. For the total energy, the calculation gives -249.21988 Ha. The LUMO energy (spin up / spin down) is -0.0244 / -0.0148 Eh. The value obtained for the gap between HOMO and LUMO (spin up / spin down) is 0.3105 / 0.3314 Eh.

3.
Formula: C5H7N
Source: the OMol25 dataset
Level of theory: the ωB97M-V functional and the def2-TZVPD basis

Each line ends with the Mulliken charge.
CARTESIAN COORDINATES (ANGSTROEM)
C: -0.372 -2.032 1.126  -0.58
C: -0.046 -1.757 -0.087  0.15
C: 0.553 -1.538 -1.220  -0.31
N: 0.687 -0.097 -1.348  -0.52
C: -0.409 0.362 -0.787  0.08
C: -0.522 1.813 -0.550  -0.97
H: -1.406 -1.931 1.495  0.24
H: 0.292 -2.251 1.971  0.24
H: 0.670 -2.108 -2.121  0.34
H: -1.292 -0.202 -0.797  0.48
H: -1.085 2.147 0.299  0.33
H: -1.078 2.058 -1.510  0.21
H: 0.447 2.304 -0.522  0.30

Its SMILES is C=C=C/N=C/C. The value obtained for the energy relative to the best compared isomer or geometry (same formula, charge and spin) is 3.666 eV. For the total energy, the calculation gives -249.33853 Ha. The LUMO energy is 0.0396 Eh. The value obtained for the gap between HOMO and LUMO is 0.3724 Eh.

4.
Formula: C5H7N
Source: the OMol25 dataset
Level of theory: the ωB97M-V functional and the def2-TZVPD basis

Each line ends with the Mulliken charge.
CARTESIAN COORDINATES (ANGSTROEM)
C: -0.965 0.911 0.317  -0.32
C: -0.856 0.403 -0.914  -0.71
C: -0.061 -0.872 -0.910  0.07
N: 1.299 -0.365 -0.960  -0.61
C: 0.716 -0.744 0.358  -0.24
C: -0.132 0.120 1.302  -0.54
H: -1.293 1.925 0.523  0.37
H: -0.602 1.060 -1.770  0.33
H: -0.365 -1.786 -1.425  0.39
H: 1.179 0.614 -1.281  0.30
H: 1.327 -1.506 0.839  0.39
H: -0.684 -0.559 1.971  0.27
H: 0.437 0.800 1.949  0.30

Its SMILES is C1=C[C@H]2N[C@H]2C1. The value obtained for the energy relative to the best compared isomer or geometry (same formula, charge and spin) is 2.901 eV. For the total energy, the calculation gives -249.36662 Ha. The LUMO energy is 0.0423 Eh. The value obtained for the gap between HOMO and LUMO is 0.3723 Eh.

5.
Formula: C5H7N
Source: the OMol25 dataset
Level of theory: the ωB97M-V functional and the def2-TZVPD basis

Each line ends with the Mulliken charge.
CARTESIAN COORDINATES (ANGSTROEM)
C: -0.673 1.825 -0.116  -1.11
C: -0.087 0.452 -0.029  0.77
C: -0.122 -0.392 1.118  -0.55
C: 0.373 -1.617 0.764  -0.43
N: 0.793 -1.532 -0.541  0.00
C: 0.504 -0.279 -1.030  -0.76
H: -0.204 2.480 0.624  0.28
H: -0.525 2.253 -1.112  0.31
H: -1.753 1.816 0.092  0.26
H: -0.550 -0.192 2.089  0.37
H: 0.209 -2.552 1.279  0.34
H: 1.282 -2.238 -1.064  0.18
H: 0.734 0.004 -2.050  0.35

Its SMILES is Cc1cc[nH]c1. The value obtained for the energy relative to the best compared isomer or geometry (same formula, charge and spin) is 0.188 eV. For the total energy, the calculation gives -249.46632 Ha. The LUMO energy is 0.0403 Eh. The value obtained for the gap between HOMO and LUMO is 0.3389 Eh.

6.
Formula: C5H7N
Source: the OMol25 dataset
Level of theory: the ωB97M-V functional and the def2-TZVPD basis

Each line ends with the Mulliken charge.
CARTESIAN COORDINATES (ANGSTROEM)
C: 2.161 -1.292 -0.273  0.13
C: 1.106 -0.720 -0.164  -0.84
C: -0.137 0.026 -0.060  1.06
C: -0.155 1.346 -0.800  -1.34
C: -0.923 -0.128 1.193  -0.65
N: -1.409 -0.706 -0.054  -0.64
H: 3.103 -1.788 -0.358  0.44
H: 0.091 1.206 -1.857  0.30
H: 0.573 2.035 -0.362  0.29
H: -1.154 1.786 -0.729  0.39
H: -0.525 -0.784 1.965  0.31
H: -1.486 0.728 1.559  0.24
H: -1.244 -1.709 -0.060  0.29

Its SMILES is C#C[C@]1(C)CN1. The value obtained for the energy relative to the best compared isomer or geometry (same formula, charge and spin) is 2.800 eV. For the total energy, the calculation gives -249.37033 Ha. The LUMO energy is 0.0399 Eh. The value obtained for the gap between HOMO and LUMO is 0.3828 Eh.

7.
Formula: C5H7N
Source: the OMol25 dataset
Level of theory: the ωB97M-V functional and the def2-TZVPD basis

Each line ends with the Mulliken charge.
CARTESIAN COORDINATES (ANGSTROEM)
N: 0.242 0.608 -2.403  -0.52
C: -0.476 0.885 -1.540  0.39
C: -1.138 0.842 -0.239  -0.64
C: -0.423 -0.262 0.561  -0.03
C: 1.011 -0.078 0.966  -0.56
C: 0.664 -1.088 -0.093  -0.63
H: -2.199 0.607 -0.382  0.34
H: -1.084 1.820 0.253  0.25
H: -1.074 -0.764 1.276  0.38
H: 1.322 -0.415 1.952  0.27
H: 1.497 0.837 0.633  0.24
H: 0.959 -0.848 -1.136  0.28
H: 0.700 -2.144 0.151  0.24

Its SMILES is N#CCC1CC1. The value obtained for the energy relative to the best compared isomer or geometry (same formula, charge and spin) is 1.394 eV. For the total energy, the calculation gives -249.42202 Ha. The LUMO energy is 0.0358 Eh. The value obtained for the gap between HOMO and LUMO is 0.4318 Eh.

8.
Formula: C5H7N
Source: the OMol25 dataset
Level of theory: the ωB97M-V functional and the def2-TZVPD basis

Each line ends with the Mulliken charge.
CARTESIAN COORDINATES (ANGSTROEM)
C: 1.188 -0.029 -0.615  -0.34
C: 0.600 1.157 -0.476  -0.43
C: -0.658 1.103 0.322  -0.21
N: -1.762 0.131 0.067  -0.53
C: -0.691 -0.458 0.787  -0.16
C: 0.439 -1.164 0.031  -0.69
H: 2.118 -0.179 -1.141  0.38
H: 1.077 2.084 -0.791  0.39
H: -0.788 2.017 0.941  0.34
H: -1.812 -0.229 -0.882  0.29
H: -0.891 -0.811 1.803  0.35
H: 1.076 -1.752 0.705  0.34
H: 0.104 -1.870 -0.750  0.26

Its SMILES is C1=C[C@H]2N[C@H]2C1. The value obtained for the energy relative to the best compared isomer or geometry (same formula, charge and spin) is 2.113 eV. For the total energy, the calculation gives -249.39559 Ha. The LUMO energy is 0.0428 Eh. The value obtained for the gap between HOMO and LUMO is 0.3613 Eh.

9.
Formula: C5H7N
Source: the OMol25 dataset
Level of theory: the ωB97M-V functional and the def2-TZVPD basis

Each line ends with the Mulliken charge.
CARTESIAN COORDINATES (ANGSTROEM)
C: -1.579 0.077 -0.205  0.52
C: -1.098 -1.298 -0.177  -0.62
C: -0.061 -0.773 0.905  -0.60
C: -0.467 0.655 0.395  0.34
C: 0.360 1.703 -0.213  -1.01
N: -2.347 0.863 0.337  -0.61
H: -1.880 -1.995 0.039  0.39
H: -0.360 -1.377 -0.941  0.23
H: -0.502 -1.060 1.865  0.29
H: 1.017 -1.011 0.692  0.29
H: 0.757 1.155 -1.166  0.19
H: 1.249 2.044 0.349  0.32
H: -0.248 2.605 -0.533  0.30

The value obtained for the energy relative to the best compared isomer or geometry (same formula, charge and spin) is 5.575 eV. For the total energy, the calculation gives -249.26835 Ha. The LUMO energy is 0.0236 Eh. The value obtained for the gap between HOMO and LUMO is 0.3088 Eh.

10.
Formula: C5H7N
Source: the OMol25 dataset
Level of theory: the ωB97M-V functional and the def2-TZVPD basis

Each line ends with the Mulliken charge.
CARTESIAN COORDINATES (ANGSTROEM)
C: 0.907 -0.504 0.139  -0.09
C: -2.322 0.025 0.125  -0.24
C: -0.147 -0.901 0.520  0.49
C: 2.306 -0.432 -0.048  -1.24
C: -1.573 1.227 -0.345  -0.77
N: -1.550 -0.975 0.545  -0.10
H: 2.725 -1.360 -0.439  0.25
H: 3.020 -0.145 0.750  0.28
H: 2.455 0.498 -0.701  0.27
H: -0.896 1.508 0.504  0.33
H: -2.241 1.929 -0.703  0.29
H: -0.640 1.016 -1.022  0.24
H: -2.045 -1.886 0.675  0.28

The value obtained for the energy relative to the best compared isomer or geometry (same formula, charge and spin) is 5.024 eV. For the total energy, the calculation gives -249.28862 Ha. The LUMO energy is 0.0274 Eh. The value obtained for the gap between HOMO and LUMO is 0.3282 Eh.

11.
Formula: C5H7N
Source: the OMol25 dataset
Level of theory: the ωB97M-V functional and the def2-TZVPD basis

Each line ends with the Mulliken charge.
CARTESIAN COORDINATES (ANGSTROEM)
C: 2.023 0.207 -0.310  -0.97
C: 0.687 0.175 -0.471  0.46
C: -0.172 -0.927 -0.835  -0.73
N: -1.179 -0.791 0.273  -0.13
C: -1.382 0.670 0.384  -0.46
C: -0.243 1.241 0.008  -0.26
H: -0.765 -0.989 1.247  0.34
H: 2.596 -0.699 -0.493  0.26
H: 2.551 1.083 0.048  0.26
H: 0.232 -1.935 -0.910  0.21
H: -2.018 -1.362 0.161  0.30
H: -2.314 1.029 0.800  0.37
H: -0.016 2.297 0.099  0.35

The value obtained for the energy relative to the best compared isomer or geometry (same formula, charge and spin) is 4.059 eV. For the total energy, the calculation gives -249.32409 Ha. The LUMO energy is 0.0209 Eh. The value obtained for the gap between HOMO and LUMO is 0.2551 Eh.

12.
Formula: C5H7N
Source: the OMol25 dataset
Level of theory: the ωB97M-V functional and the def2-TZVPD basis

Each line ends with the Mulliken charge.
CARTESIAN COORDINATES (ANGSTROEM)
C: 1.875 -0.021 -0.109  -1.14
C: 0.445 0.095 0.191  0.37
C: -0.397 1.174 0.257  -0.43
C: -1.718 0.675 0.139  -0.48
C: -1.614 -0.687 0.035  -0.47
N: -0.301 -1.037 0.106  -0.07
H: 2.366 -0.734 0.561  0.30
H: 1.921 -0.445 -1.136  0.27
H: 2.344 0.964 -0.096  0.30
H: -0.097 2.209 0.345  0.39
H: -2.632 1.247 0.114  0.39
H: -2.236 -1.461 -0.385  0.33
H: 0.042 -1.978 -0.023  0.22

Its SMILES is Cc1ccc[nH]1. The value obtained for the energy relative to the best compared isomer or geometry (same formula, charge and spin) is 0.354 eV. For the total energy, the calculation gives -249.46023 Ha. The LUMO energy is 0.0376 Eh. The value obtained for the gap between HOMO and LUMO is 0.3268 Eh.

13.
Formula: C5H7N
Source: the OMol25 dataset
Level of theory: the ωB97M-V functional and the def2-TZVPD basis

Each line ends with the Mulliken charge.
CARTESIAN COORDINATES (ANGSTROEM)
C: 1.156 -1.279 0.982  -0.56
C: 1.623 -0.316 0.148  -0.23
C: -0.097 -0.505 0.916  0.51
C: -1.366 -0.646 1.257  -0.76
C: -0.072 1.111 -1.107  -0.73
N: 0.575 0.576 0.118  -0.18
H: 1.698 -1.878 1.677  0.30
H: 2.583 -0.160 -0.346  0.37
H: -2.009 0.196 1.011  0.23
H: -1.586 -1.459 1.953  0.26
H: -0.044 0.398 -1.950  0.26
H: -1.100 1.267 -0.687  0.24
H: 0.383 2.002 -1.538  0.27

The value obtained for the energy relative to the best compared isomer or geometry (same formula, charge and spin) is 3.182 eV. For the total energy, the calculation gives -249.35629 Ha. The LUMO energy is 0.0408 Eh. The value obtained for the gap between HOMO and LUMO is 0.3481 Eh.

14.
Formula: C5H7N
Source: the OMol25 dataset
Level of theory: the ωB97M-V functional and the def2-TZVPD basis

Each line ends with the Mulliken charge.
CARTESIAN COORDINATES (ANGSTROEM)
C: 2.506 -0.913 -0.149  0.20
C: 1.360 -0.568 -0.351  -0.68
C: 0.002 -0.009 -0.698  0.17
C: -1.458 -0.652 -0.466  -1.08
N: -0.392 1.192 -0.002  -0.39
C: -0.078 1.389 1.202  -0.34
H: 3.504 -1.273 0.050  0.40
H: 0.028 0.128 -1.786  0.21
H: -1.542 -1.630 -0.915  0.36
H: -2.181 0.034 -0.948  0.33
H: -1.787 -0.680 0.587  0.30
H: -0.727 2.063 1.758  0.27
H: 0.765 0.918 1.719  0.25

Its SMILES is C#C[C@@H](C)N=C. The value obtained for the energy relative to the best compared isomer or geometry (same formula, charge and spin) is 3.558 eV. For the total energy, the calculation gives -249.34249 Ha. The LUMO energy is 0.0400 Eh. The value obtained for the gap between HOMO and LUMO is 0.3919 Eh.

15.
Formula: C5H7N
Source: the OMol25 dataset
Level of theory: the ωB97M-V functional and the def2-TZVPD basis

Each line ends with the Mulliken charge.
CARTESIAN COORDINATES (ANGSTROEM)
C: 0.372 -1.245 1.418  -1.21
C: 0.187 -0.269 0.290  0.69
C: 0.644 1.082 0.232  -0.56
C: -0.066 1.649 -0.805  -0.39
N: -0.718 0.630 -1.509  -0.03
C: -0.622 -0.622 -0.825  -0.52
H: 1.045 -2.050 1.166  0.31
H: 0.916 -0.830 2.253  0.34
H: -0.589 -1.731 1.714  0.27
H: 1.415 1.552 0.812  0.38
H: -0.467 2.650 -1.219  0.28
H: -1.305 0.847 -2.256  0.17
H: -0.812 -1.662 -1.272  0.28

Its SMILES is Cc1cc[nH]c1. The value obtained for the energy relative to the best compared isomer or geometry (same formula, charge and spin) is 1.233 eV. For the total energy, the calculation gives -249.42793 Ha. The LUMO energy is 0.0418 Eh. The value obtained for the gap between HOMO and LUMO is 0.3343 Eh.

16.
Formula: C5H7N
Source: the OMol25 dataset
Level of theory: the ωB97M-V functional and the def2-TZVPD basis

Each line ends with the Mulliken charge.
CARTESIAN COORDINATES (ANGSTROEM)
N: -0.266 -2.324 0.729  -0.28
C: -1.348 -1.963 0.395  -0.26
C: -0.317 -0.750 -0.258  0.22
C: -0.917 0.615 0.082  -0.59
C: 0.475 1.219 -0.194  -0.49
C: 1.072 -0.177 0.089  -0.63
H: -0.384 -0.997 -1.315  0.31
H: -1.779 0.924 -0.512  0.32
H: -1.164 0.673 1.145  0.28
H: 0.593 1.519 -1.239  0.24
H: 0.796 2.040 0.448  0.30
H: 1.304 -0.298 1.149  0.27
H: 1.913 -0.530 -0.510  0.33

The value obtained for the energy relative to the best compared isomer or geometry (same formula, charge and spin) is 3.469 eV. For the total energy, the calculation gives -249.34577 Ha. The LUMO energy is 0.0359 Eh. The value obtained for the gap between HOMO and LUMO is 0.4308 Eh.

17.
Formula: C5H7N
Source: the OMol25 dataset
Level of theory: the ωB97M-V functional and the def2-TZVPD basis

Each line ends with the Mulliken charge.
CARTESIAN COORDINATES (ANGSTROEM)
C: 0.666 -0.170 -1.225  0.54
C: -0.185 0.994 -1.066  -0.86
C: -0.899 -0.640 1.056  -0.67
C: 0.226 0.181 1.608  -0.43
C: 0.032 0.074 0.091  0.41
N: 1.474 -0.695 -1.954  -0.62
H: 0.334 2.045 -1.281  0.21
H: -1.874 1.318 -1.864  0.18
H: -1.001 -1.794 1.090  0.20
H: -1.904 -0.429 1.133  0.29
H: -0.079 1.070 2.130  0.27
H: 1.135 -0.420 1.897  0.21
H: 2.075 -1.534 -1.614  0.26

The value obtained for the energy relative to the best compared isomer or geometry (same formula, charge and spin) is 7.096 eV. For the total energy, the calculation gives -249.21248 Ha. The LUMO energy is -0.0084 Eh. The value obtained for the gap between HOMO and LUMO is 0.3208 Eh.